(1)
49
Properties=species:S:1:pos:R:3:forces:R:3 method="wB97M-V/def2-TZVPD" molar_mass_da=577.42 charge=+2 homo_lumo_gap_ev="9.10 / 6.31" e_above_lowest_kcal_mol=0.0 energy_ev=-47101.9269 multiplicity=3 s_squared=2.014
Au 0.821272 0.220977 -0.147679 0.20 0.18 -0.13
C 0.814012 2.627465 3.013750 -0.04 0.02 -0.07
C 0.477060 3.044528 1.626550 0.09 -0.11 0.00
N 0.484012 2.280108 0.543629 -0.12 -0.04 -0.15
C 0.113435 3.075822 -0.527263 0.04 -0.19 0.19
C -0.110661 4.339738 -0.081343 -0.06 0.13 0.01
N 0.119496 4.288060 1.261798 0.04 0.07 0.23
C -0.510837 5.667159 -0.658054 0.11 0.06 0.03
O -0.705293 5.739025 -1.955166 -0.02 0.02 0.06
O -0.606930 6.588506 0.104429 -0.05 -0.01 -0.04
C 0.002803 2.510245 -1.874784 -0.01 0.26 0.00
O -0.255874 3.178302 -2.853659 -0.01 -0.06 -0.02
O 0.218207 1.217240 -1.979621 0.09 -0.32 -0.13
H 0.981244 1.553281 3.046741 -0.01 0.00 -0.01
H 0.005872 2.878023 3.701293 0.00 0.00 -0.01
H 1.717056 3.131034 3.359676 0.00 0.01 -0.01
H 0.027821 5.109548 1.850620 0.00 0.01 -0.02
H -0.566482 4.874564 -2.399633 -0.02 -0.06 -0.08
N 3.860420 0.720418 -2.394107 0.04 -0.10 0.02
C 2.849034 -0.107581 -2.591172 -0.03 0.04 0.00
N 2.219843 -0.135931 -3.745875 -0.03 -0.02 0.10
S 2.385323 -1.213096 -1.301916 -0.01 0.15 -0.07
H 4.226883 1.306150 -3.131267 -0.01 0.02 0.00
H 4.390604 0.652880 -1.540135 0.00 0.02 -0.01
H 2.421448 0.521655 -4.486244 0.02 -0.02 -0.01
H 1.389351 -0.696835 -3.840432 0.00 -0.01 -0.01
C 0.937720 -3.449857 1.325404 0.04 -0.01 -0.01
N 0.108510 -4.083385 0.258424 -0.03 0.04 0.04
C -0.811146 -5.107761 0.843873 0.01 0.00 0.01
C -0.596439 -3.057163 -0.624264 0.00 0.04 0.03
C -1.429479 -2.070433 0.140893 0.07 -0.03 -0.09
C -2.716921 -2.445387 0.537116 -0.06 0.04 0.02
C -3.537841 -1.588173 1.252761 0.05 0.01 -0.02
C -3.087685 -0.316285 1.568778 -0.01 -0.09 -0.01
C -1.828361 0.097294 1.147703 -0.01 -0.01 0.00
C -1.010341 -0.777503 0.447803 -0.21 0.11 0.22
H 1.495780 -4.225844 1.842831 -0.01 -0.02 -0.01
H 0.276553 -2.938292 2.019004 -0.02 0.00 -0.01
H 1.626486 -2.739640 0.872311 -0.03 -0.05 0.01
H 0.744890 -4.581612 -0.364500 0.01 -0.01 -0.01
H -1.466418 -4.619923 1.558517 -0.01 0.03 0.00
H -0.211758 -5.860375 1.350086 0.01 0.01 -0.01
H -1.389671 -5.567876 0.047192 0.00 0.01 -0.01
H -1.209123 -3.630856 -1.317486 0.00 -0.04 0.01
H 0.194892 -2.560994 -1.181227 -0.04 -0.02 0.00
H -3.094511 -3.420382 0.250556 0.01 0.00 0.01
H -4.529826 -1.906553 1.542987 0.01 0.01 -0.01
H -3.718812 0.369803 2.118671 0.00 -0.01 -0.02
H -1.515621 1.109913 1.362430 -0.01 -0.05 -0.01

(2)
68
Properties=species:S:1:pos:R:3:forces:R:3 method="wB97M-V/def2-TZVPD" molar_mass_da=603.24 charge=0 homo_lumo_gap_ev=8.30 energy_ev=-66680.0967
C 4.319359 1.316153 -0.877995 -0.76 -0.20 0.36
C 3.070594 0.806867 -1.851985 1.81 1.33 -5.05
O 3.225828 0.948519 -3.179870 -1.40 -1.06 7.92
N 1.782774 0.237267 -1.283953 0.55 1.16 1.95
C 2.021761 -1.053784 -0.533512 0.08 -2.12 -1.08
C 1.121062 1.301634 -0.438028 1.64 3.00 -3.50
O 1.378245 1.373105 1.008675 -5.17 1.02 0.61
C 0.115824 2.016699 1.502579 -2.38 0.36 3.80
O -0.411505 2.029049 2.731184 4.20 -0.28 -8.23
O -0.605309 2.687450 0.370451 1.73 -2.93 1.78
C -0.454701 1.727958 -0.772772 2.50 -0.21 -0.36
P -1.844997 0.456346 -0.464816 0.06 -1.25 0.80
O -1.191907 -1.154935 -0.370792 -1.41 1.31 -2.05
I -3.233813 0.511494 -2.539777 0.59 -0.03 0.47
H 5.157695 0.494656 -0.807727 -1.78 1.58 -0.24
H 4.779980 2.306000 -1.299206 -1.02 -2.00 0.56
H 3.943108 1.510698 0.229222 0.67 -0.48 -2.36
H 3.178245 -1.202843 -0.423996 -2.21 0.20 0.32
H 1.410802 -1.176925 0.456830 1.50 0.62 -1.81
H 1.647823 -1.928334 -1.254999 0.85 1.81 1.60
H 1.681521 2.283734 -0.820742 -1.33 -1.77 0.66
H -0.519648 2.249208 -1.843635 0.17 -0.79 2.56
H -1.674715 -1.667556 -1.090724 1.09 0.64 1.15
O -0.818380 -0.596629 4.584448 -0.03 -0.04 -0.07
H -1.781537 -0.587190 4.478690 0.12 0.08 -0.31
H -0.501523 0.009480 3.897994 -0.31 0.33 0.27
O -4.191404 1.899600 0.889699 -0.08 -0.03 0.47
H -4.625733 1.559289 1.686249 -0.03 0.25 -0.22
H -3.284302 2.082157 1.177493 -0.22 -0.01 -0.04
O 1.464414 -1.750614 2.979145 -0.14 -0.18 -0.02
H 0.857276 -1.254336 3.548388 0.14 -0.41 -0.01
H 1.201110 -2.674593 3.105319 0.07 0.38 0.00
O -2.210300 -2.107739 -4.699979 -0.27 0.14 -0.38
H -3.173457 -2.098300 -4.805736 0.33 -0.04 0.08
H -1.893443 -1.501629 -5.386432 -0.01 -0.22 0.28
O 4.164414 3.691440 -3.901570 -0.28 0.17 0.30
H 3.557276 4.187717 -3.332326 0.25 -0.15 -0.26
H 3.901110 2.767461 -3.775395 0.05 -0.08 -0.02
O 6.733196 -0.303903 0.289575 0.19 -0.46 0.32
H 7.195475 -0.712086 -0.457841 -0.05 0.01 -0.21
H 6.694128 -1.008446 0.953712 -0.03 0.32 -0.18
O -3.628578 -0.426991 3.388159 -0.21 0.10 -0.06
H -3.671801 -0.523229 2.424927 0.12 -0.04 0.21
H -4.476821 -0.020557 3.621140 0.05 0.00 -0.03
O -1.310300 3.357589 -3.518460 0.27 0.33 0.28
H -2.273457 3.367028 -3.624218 0.35 -0.02 -0.13
H -0.993443 3.963698 -4.204914 -0.15 -0.30 0.27
O -4.921186 -2.958333 4.248014 0.31 -0.23 0.02
H -4.402418 -3.754662 4.059108 -0.24 0.26 0.10
H -4.253596 -2.264647 4.358052 -0.15 -0.05 -0.24
O -6.973585 0.363960 3.170543 0.36 0.03 0.23
H -7.632746 0.525213 2.478842 0.22 -0.27 0.22
H -7.057228 -0.583174 3.357430 -0.01 0.44 -0.17
O 7.405333 -1.476670 -2.342524 -0.15 0.20 -0.44
H 7.278015 -0.983670 -3.166955 -0.03 -0.04 0.41
H 7.718415 -2.345698 -2.635365 0.17 0.01 0.17
O -1.567873 -2.004898 7.451719 -0.47 0.16 -0.26
H -1.398291 -1.458402 6.669715 0.21 -0.09 0.16
H -2.532074 -1.985596 7.546221 0.36 -0.04 0.05
O 8.826184 -3.845390 -2.776807 0.24 -0.68 -0.07
H 9.288463 -4.253573 -3.524223 -0.18 0.24 0.19
H 8.787116 -4.549933 -2.112670 -0.04 0.29 -0.15
O -3.094667 3.070335 -5.412788 -0.31 -0.15 -0.91
H -3.221985 3.563334 -6.237219 -0.07 -0.10 0.30
H -2.781585 2.201306 -5.705629 -0.01 0.26 0.23
O -8.573816 -1.179484 1.631778 -0.01 -0.63 -0.21
H -8.111537 -1.587667 0.884363 -0.16 0.18 0.19
H -8.612884 -1.884027 2.295916 -0.13 0.18 -0.23